1.
H5N3OP | ωB97M-V/def2-TZVPD

The geometry in XYZ format:
```
10
Properties=species:S:1:pos:R:3:lowdin_charge:R:1
H 0.9211 0.7817 0.6684 -0.007
H -1.9644 -1.4521 0.5512 -0.025
O 1.6361 0.0993 0.4686 -0.299
N -1.2610 -0.7195 0.7115 -0.259
N 0.9826 -0.7328 -0.4305 -0.386
N -0.4430 1.4923 -0.1573 -0.438
H -0.3879 -1.1661 0.8768 -0.066
P -0.7210 0.0581 -0.8068 0.475
H 1.7609 -0.7771 -1.1504 0.049
H -0.5234 2.4161 -0.7316 -0.044
```

Output
charge: -1
SMILES: [NH-]P(N)NO
orbital gap: 0.2908 hartree
relative energy (zero: lowest compared OMol25 entry of this formula, charge and spin): 50.1 kJ/mol
lowest unoccupied orbital energy: 5.04 eV
energy: -583.81473 hartree
maximum force: 3.5 eV/Å

=====

2.
C51H61BrF4N2OP2PdS2 | ωB97M-V/def2-TZVPD

The geometry in XYZ format:
```
125
Properties=species:S:1:pos:R:3:lowdin_charge:R:1
H 3.4119 -3.8130 1.0950 0.113
H -2.7796 -2.2501 2.0675 0.064
H 4.5706 -2.7635 3.2696 0.118
C -0.2151 5.6560 0.5239 -0.069
C 0.6202 5.4376 -1.7183 -0.044
C 0.1458 -5.1334 -1.9380 -0.170
C -3.9616 3.8240 -0.2555 -0.198
C -0.9051 4.4656 0.3821 -0.137
C -0.8967 -4.0676 -2.2923 -0.171
C 4.3572 5.3276 2.3661 -0.053
C -1.1139 -3.1924 0.0462 -0.403
H 0.6841 -0.1532 -6.6213 0.128
C 2.8702 -1.4371 3.4794 -0.181
C -3.3634 2.5679 -0.2229 -0.276
H 6.3458 5.4044 3.1601 0.116
H 1.1882 2.4502 -0.3989 0.041
C 1.8396 -2.6462 -4.6582 -0.019
C -0.6723 -4.6355 0.4083 -0.172
C 0.5031 -5.1012 -0.4461 -0.173
C 1.0373 -2.2359 1.9085 -0.417
H 0.5720 0.9877 -4.4288 0.109
C -2.4628 -3.3928 4.7399 -0.176
H 2.6150 3.0809 0.3813 0.130
H 1.7017 -3.7393 -7.0487 0.083
H -0.2282 -6.1202 -2.2128 0.118
C 3.1884 4.5902 2.2512 -0.031
C 4.2092 2.8086 3.5283 -0.014
H 1.0820 7.0800 -0.4218 0.116
C -5.8801 3.0500 0.9750 -0.119
C -3.7367 -2.5829 4.5563 -0.190
H -2.0713 0.0132 3.0330 0.025
H 2.1090 -2.5487 -2.5459 0.103
C 2.9716 0.2163 -1.4142 -0.191
H -1.9278 -4.2743 2.8483 0.107
P -0.6250 -1.8740 1.2394 1.012
C 3.1310 3.3258 2.8238 -0.242
H -0.0025 3.6999 -2.7949 0.103
H 4.4104 6.3137 1.9261 0.115
H -1.9086 -4.4601 -2.1647 0.123
O 0.8826 1.6024 -2.1391 -0.558
H -3.1166 1.3158 -6.3891 0.117
H -4.1977 -0.6181 3.7718 0.102
H -0.8089 -3.7811 -3.3416 0.111
C 1.3598 -1.4283 3.1812 -0.193
S -0.3133 1.5622 1.8978 0.742
C 1.2391 2.2834 1.6333 -0.731
H -2.6902 -4.4194 5.0276 0.119
H 3.3479 -0.5671 3.0157 0.101
H -3.3152 -0.5943 5.2799 0.119
H 0.6207 -2.5231 -7.7344 0.089
H 1.3579 -4.4427 -0.2745 0.089
H 1.5426 2.1779 3.5973 0.138
F -6.0137 0.7750 1.5348 0.109
S 1.2083 0.1806 -1.8108 0.887
C 1.3229 -0.7071 -3.3591 -0.378
C 0.9278 -0.0304 -4.5036 -0.069
H -1.3370 -2.0110 -1.7509 0.081
C -5.3387 1.7661 0.9729 -0.251
C 5.4427 4.8184 3.0647 -0.057
H -0.5787 -3.5391 3.6930 0.099
H -1.8755 -2.9693 5.5591 0.120
C -3.3917 -1.1100 4.3211 -0.175
N 1.7243 2.6086 0.4503 0.180
C 3.5286 -2.7071 2.9566 -0.180
H -4.3022 -2.9882 3.7115 0.116
H 1.9258 -2.3825 -0.0894 0.075
N 1.9368 2.5398 2.7412 0.071
H 3.0273 -1.3325 4.5539 0.119
C -1.6333 -3.4105 3.4441 -0.180
H -2.7991 3.9541 -3.0469 0.109
H 2.2029 -3.6639 -4.7189 0.122
H -1.5072 4.1062 1.2067 0.092
F -3.4107 4.8487 -0.8980 0.121
H 3.1125 0.4939 -0.3777 0.031
C -2.3099 0.4528 -4.6036 -0.067
H 0.8100 -1.8428 4.0269 0.107
C -2.1288 1.9314 -2.7109 -0.350
H -0.4266 -4.7347 1.4635 0.085
H -1.5377 -0.1358 -2.6988 0.058
C -2.0637 -0.9361 3.5676 -0.236
H -1.5222 -5.3015 0.2427 0.131
P -1.7351 2.1728 -0.9677 1.011
Pd -0.9574 0.1441 0.0685 0.173
C -1.9594 0.6766 -3.2811 -0.123
C -0.0706 4.2445 -1.8655 -0.095
C 2.1806 -2.0460 0.9165 -0.220
H 3.3762 0.9723 -2.0874 0.082
C 5.3648 3.5652 3.6530 -0.053
F -7.0416 3.2770 1.5462 0.181
C -1.8425 -2.1186 2.6198 -0.440
C -4.1138 1.5540 0.3786 -0.512
H 0.9925 -3.3005 2.1705 0.111
H 2.3756 -0.9706 0.8591 0.083
H -0.2930 6.2136 1.4477 0.118
H 4.3166 -2.3201 0.9721 0.116
H 2.3239 5.0070 1.7490 0.102
C -2.8386 1.4874 -5.3584 -0.045
H 4.1412 1.8257 3.9757 0.111
C -5.1916 4.0749 0.3485 -0.120
C -0.7282 -2.8502 -1.3938 -0.244
F -5.7064 5.2875 0.3103 0.171
C -2.6641 2.9699 -3.4747 -0.066
H 1.2062 5.8190 -2.5433 0.117
C -3.0148 2.7461 -4.7942 -0.043
C 1.4473 -1.9891 -5.8268 -0.246
C -0.8371 3.7466 -0.8132 -0.383
Br -3.5206 -0.2454 0.3260 1.005
H 2.3595 -2.2594 -7.7432 0.097
C 0.9922 -0.6790 -5.7263 -0.015
H -2.1692 -0.5262 -5.0412 0.116
H 3.4284 -0.7495 -1.6206 0.065
H 3.0347 -3.5733 3.4046 0.120
H 1.0494 -4.9749 -2.5313 0.101
H 0.3048 -2.5120 -1.4369 0.046
C 1.7790 -2.0163 -3.4288 -0.094
C 3.4319 -2.7724 1.4258 -0.165
H 1.0102 -0.4024 3.0532 0.045
H -4.3897 -2.6819 5.4230 0.119
H -2.2110 -3.1457 0.0946 0.107
H 0.8215 -6.0893 -0.1126 0.123
H -1.2340 -0.8775 4.2723 0.108
H 6.2057 3.1722 4.2068 0.116
H -3.4257 3.5522 -5.3851 0.118
C 0.5523 6.1429 -0.5252 -0.058
C 1.5344 -2.6699 -7.1591 -0.031
```

Output
charge: +2
orbital gap (spin up / spin down): 0.2533 / 0.2533 hartree
relative energy (zero: lowest compared OMol25 entry of this formula, charge and spin): 21.4 kJ/mol
lowest unoccupied orbital energy (spin up / spin down): -6.55 / -6.55 eV
energy: -6744.76095 hartree
maximum force: 0.7 eV/Å

=====

3.
C32H29BrCoN2O2Si | ωB97M-V/def2-TZVPD

The geometry in XYZ format:
```
68
Properties=species:S:1:pos:R:3:lowdin_charge:R:1
C -2.2639 -5.3828 1.2433 -0.068
H 2.9208 0.7299 -4.4915 0.119
H -0.3014 -4.8300 0.5732 0.101
H -7.0863 -0.3420 0.6725 0.091
C -4.9293 -0.3197 0.5251 -0.606
H 0.5452 4.6652 -3.0723 0.132
Si -3.5514 -1.2037 -0.4114 0.588
H 2.5248 -1.7307 -0.6791 0.143
H 1.9852 3.0013 -4.3433 0.126
N 0.9248 -0.4531 -0.4828 0.034
C -3.8405 -0.1483 -4.4038 -0.081
C 0.6136 -1.6689 2.1718 -0.302
C -4.3616 -2.3931 -2.8605 -0.083
H -4.5641 -1.3065 -6.0581 0.107
H -5.7365 1.6843 0.6096 0.091
C -0.4617 4.1467 -1.2634 -0.015
C 0.9380 2.6221 -2.4914 -0.133
H -5.4389 0.1736 2.5716 0.091
C -4.6224 -2.4142 -4.2237 -0.074
H -0.9278 5.1099 -1.1179 0.119
C 1.2441 -3.5638 3.5263 -0.080
H -5.0384 -3.4871 0.9295 0.089
H -4.6533 -1.3998 2.4094 0.075
C -0.7060 3.1177 -0.3413 -0.071
H -1.9507 -6.3465 1.6232 0.109
C 1.6578 -1.4383 -0.0861 -0.016
C -3.8466 -1.2501 -2.2462 -0.226
H 1.1650 -4.1206 4.4502 0.115
C -1.3389 -4.5309 0.6571 -0.074
C -6.2972 -0.9406 0.2078 -0.075
H -5.0231 -3.3076 -4.6844 0.107
C 1.4518 -2.1528 1.1372 -0.140
H -3.6363 0.7271 -5.0072 0.103
C -3.5859 -0.1297 -3.0409 -0.100
Br 3.0227 -5.6501 2.7442 0.785
C -1.7490 -3.2982 0.1724 -0.094
O -0.0705 -0.5399 2.0736 -0.121
C -4.9545 1.1456 0.0668 -0.090
Co -0.6838 0.1779 0.5208 0.940
C -3.0787 -2.8807 0.2643 -0.213
C -4.3625 -1.2912 -4.9950 -0.078
C 1.2475 0.3703 -1.5834 -0.175
H -6.3954 -1.9547 0.5961 0.066
O -2.1872 -0.2313 -0.2017 -0.330
H -1.0175 -2.6576 -0.3120 0.085
H -4.5555 -3.2829 -2.2710 0.104
C 0.3487 3.8967 -2.3352 0.031
C 2.2952 1.0073 -3.6548 -0.038
C 2.0340 0.0476 -2.6527 0.018
H -1.3733 3.2770 0.4970 0.129
H -0.0953 -2.0167 4.1559 0.131
C 2.1929 -3.3358 1.3365 -0.081
C 1.7742 2.2667 -3.5776 -0.004
C -3.9948 -3.7611 0.8456 -0.083
H 2.8475 -3.6896 0.5500 0.118
H -3.7000 0.0792 2.2917 0.074
C -3.5939 -4.9982 1.3312 -0.067
N -0.1620 1.9241 -0.4491 0.039
C 0.6657 1.6615 -1.5050 -0.138
H -3.1745 0.7670 -2.5893 0.094
H -6.4914 -0.9671 -0.8662 0.083
H 2.4573 -0.9434 -2.7538 0.121
H -4.0053 1.6502 0.2629 0.064
H -4.3214 -5.6627 1.7785 0.109
C 2.0733 -4.0403 2.5028 -0.694
H -5.1727 1.2322 -1.0000 0.078
C 0.5406 -2.3951 3.3677 0.021
C -4.6608 -0.3758 2.0335 -0.079
```

Output
charge: +1
orbital gap (spin up / spin down): 0.2663 / 0.2435 hartree
lowest unoccupied orbital energy (spin up / spin down): -3.95 / -4.66 eV
expectation value of S²: 6.0198
2S+1: 5
energy: -5742.96370 hartree
maximum force: 0.2 eV/Å